Entry from the OMol25 dataset: a structure of composition C49H40NOP2PtS (the ωB97M-V functional and the def2-TZVPD basis).

## Properties
Lowest unoccupied orbital energy in Ha: -0.0968
Energy above the lowest of the compared OMol25 structures with the same formula, charge and spin in kJ/mol: 21.3
HOMO energy in eV: -9.78
Gap between HOMO and LUMO in eV: 7.15
Total charge: +1

Last column: Löwdin charge in e.
Cartesian coordinates (Å):
1 Pt -0.23766 1.30947 0.46394  0.64
2 C 2.24996 -5.20525 -1.92609  -0.02
3 C 1.98601 -3.75286 -2.35196  -0.41
4 C 2.42136 -3.55323 -3.81017  0.00
5 C 0.49269 -3.45573 -2.20540  -0.08
6 C -0.51119 -4.35174 -2.56207  0.00
7 C -1.84828 -4.08789 -2.29095  -0.05
8 C -2.21188 -2.94022 -1.59397  -0.07
9 C -1.24228 -1.99747 -1.26330  -0.23
10 P -1.43572 -0.70581 0.02058  1.00
11 C -3.22343 -0.37658 0.09092  -0.37
12 C -4.02727 -0.40113 -1.04569  -0.12
13 C -5.37712 -0.08623 -0.95910  -0.07
14 C -5.93027 0.26683 0.26136  -0.07
15 C -5.13103 0.31198 1.39716  -0.06
16 C -3.78641 -0.00694 1.31359  -0.09
17 C -1.14384 -1.76849 1.48122  -0.34
18 C 0.08332 -1.73356 2.13613  -0.10
19 C 0.35531 -2.61767 3.17049  -0.06
20 C -0.59843 -3.54458 3.56033  -0.07
21 C -1.82322 -3.59154 2.90724  -0.06
22 C -2.09139 -2.71473 1.86930  -0.08
23 C 0.06745 -2.26918 -1.64362  -0.20
24 O 0.95394 -1.26983 -1.34633  -0.03
25 C 2.21802 -1.63790 -0.98849  -0.23
26 C 2.86786 -0.70802 -0.18426  -0.26
27 C 4.18408 -0.96942 0.17843  -0.04
28 C 4.80046 -2.13117 -0.27616  -0.04
29 C 4.10849 -3.02999 -1.07835  0.00
30 C 2.78267 -2.81030 -1.44860  -0.08
31 P 2.02962 0.85826 0.19637  0.93
32 C 3.08692 1.55150 1.48697  -0.43
33 C 4.06543 2.50348 1.21878  -0.07
34 C 4.88082 2.96506 2.24298  -0.06
35 C 4.72818 2.47004 3.52888  -0.06
36 C 3.75478 1.51702 3.79979  -0.06
37 C 2.92964 1.06547 2.78480  -0.13
38 C 2.29128 1.86808 -1.30318  -0.35
39 C 2.79688 1.31503 -2.47664  -0.06
40 C 2.90404 2.08832 -3.62507  -0.06
41 C 2.51822 3.41882 -3.60743  -0.07
42 C 2.02683 3.98118 -2.43599  -0.07
43 C 1.90407 3.21120 -1.29196  -0.12
44 H 1.70872 -5.90281 -2.56334  0.08
45 H 1.94265 -5.37019 -0.89319  0.11
46 H 3.30741 -5.44948 -2.01529  0.08
47 H 1.86405 -4.22191 -4.46826  0.09
48 H 3.48475 -3.77034 -3.92430  0.09
49 H 2.24404 -2.52738 -4.13726  0.09
50 H -0.24812 -5.28300 -3.04653  0.12
51 H -2.60480 -4.80770 -2.57096  0.11
52 H -3.23916 -2.80614 -1.28617  0.10
53 H -3.60467 -0.67438 -2.00359  0.10
54 H -5.99535 -0.12103 -1.84675  0.11
55 H -6.98382 0.50455 0.32899  0.11
56 H -5.55646 0.59094 2.35239  0.11
57 H -3.17071 0.02924 2.20506  0.12
58 H 0.83130 -1.01422 1.83450  0.04
59 H 1.31473 -2.58176 3.67069  0.11
60 H -0.39015 -4.23055 4.37061  0.11
61 H -2.57068 -4.31527 3.20394  0.11
62 H -3.04718 -2.77111 1.36241  0.11
63 H 4.72727 -0.27401 0.80411  0.11
64 H 5.82753 -2.33321 -0.00625  0.11
65 H 4.61787 -3.91937 -1.42595  0.12
66 H 4.19661 2.88209 0.21342  0.11
67 H 5.63738 3.70922 2.03332  0.11
68 H 5.36633 2.83104 4.32456  0.11
69 H 3.63055 1.13886 4.80570  0.11
70 H 2.14796 0.34754 3.00483  0.09
71 H 3.12418 0.28494 -2.50283  0.10
72 H 3.29828 1.64862 -4.53172  0.11
73 H 2.60712 4.02095 -4.50200  0.11
74 H 1.73714 5.02355 -2.41291  0.11
75 H 1.50719 3.65365 -0.38573  0.06
76 C -2.17811 2.06892 -2.13121  -0.02
77 C -2.71561 2.54019 -0.81832  -0.31
78 C -3.99441 3.14550 -0.76770  -0.01
79 C -4.47120 3.64680 0.40176  0.02
80 C -3.63492 3.68871 1.54251  -0.16
81 C -3.98376 4.32299 2.75694  -0.03
82 C -3.04724 4.44696 3.74405  -0.06
83 C -1.72682 3.99223 3.55222  -0.09
84 C -1.36336 3.34839 2.39519  -0.58
85 S 0.30940 2.93006 2.02360  0.66
86 C -2.35408 3.13550 1.41236  -0.25
87 N -1.97989 2.44935 0.27515  -0.05
88 H -1.92013 2.94925 -2.72527  0.10
89 H -2.92627 1.50775 -2.68868  0.08
90 H -1.27327 1.47493 -2.01214  0.05
91 H -4.58624 3.17446 -1.67207  0.13
92 H -5.46849 4.06633 0.45838  0.13
93 H -4.98219 4.72205 2.87995  0.12
94 H -3.30458 4.93595 4.67394  0.11
95 H -0.97980 4.17806 4.31335  0.11